# C22H44BFN2O2

A 3-piece molecular cluster, C22H44BFN2O2 overall (ωB97M-V/def2-TZVPD, OMol25).

Geometry as XYZ:
```
72
Properties=species:S:1:pos:R:3:lowdin_spin:R:1
C -0.965 2.441 0.090 0.00
C -1.493 2.863 -1.055 0.00
B -2.829 3.690 -1.056 0.00
C -3.962 3.205 -0.057 0.00
C -4.602 1.886 -0.484 0.00
F -3.874 1.246 -1.484 0.00
H -0.604 1.419 0.120 0.00
H -0.914 3.082 0.954 0.00
H -1.033 2.603 -2.001 0.00
H -3.021 4.651 -1.736 0.00
H -3.558 3.070 0.947 0.00
H -4.695 4.005 -0.008 0.00
H -5.599 2.055 -0.878 0.00
H -4.665 1.212 0.365 0.00
C -4.635 -3.172 -0.694 0.00
C -3.238 -3.188 -0.043 0.03
C -2.585 -1.822 -0.245 0.01
C -2.204 -1.573 -1.702 0.00
C -1.326 -2.700 -2.246 0.01
C -1.850 -4.117 -1.976 0.03
N -2.383 -4.282 -0.591 0.36
O -1.392 -4.475 0.215 0.55
C -2.939 -4.498 -2.999 0.00
C -0.716 -5.103 -2.255 0.00
C -3.519 -3.425 1.439 0.00
H -5.301 -2.526 -0.120 0.00
H -4.650 -2.772 -1.704 0.00
H -5.076 -4.170 -0.710 0.00
H -1.687 -1.743 0.377 0.00
H -3.264 -1.037 0.095 0.00
H -3.096 -1.453 -2.322 0.00
H -1.665 -0.626 -1.775 0.00
H -1.187 -2.566 -3.321 0.00
H -0.334 -2.598 -1.795 0.00
H -3.361 -5.476 -2.759 0.00
H -2.512 -4.563 -4.000 0.00
H -3.756 -3.784 -3.068 0.00
H 0.181 -4.872 -1.683 0.00
H -0.444 -5.059 -3.309 0.00
H -1.016 -6.126 -2.025 0.00
H -4.004 -4.391 1.590 0.00
H -4.187 -2.651 1.817 0.00
H -2.617 -3.397 2.048 0.00
C 5.036 2.099 -0.481 0.00
C 4.297 3.031 0.500 0.03
C 5.248 3.404 1.636 0.01
C 5.544 2.221 2.555 0.00
C 4.254 1.596 3.085 0.01
C 3.190 1.303 2.018 0.03
N 3.047 2.407 1.023 0.36
O 2.307 3.333 1.535 0.55
C 3.504 -0.017 1.285 0.00
C 1.868 1.026 2.733 0.00
C 3.964 4.265 -0.336 0.00
H 5.802 2.661 -1.016 0.00
H 5.563 1.278 -0.003 0.00
H 4.352 1.685 -1.224 0.00
H 4.818 4.218 2.229 0.00
H 6.181 3.789 1.220 0.00
H 6.145 1.468 2.038 0.00
H 6.152 2.560 3.396 0.00
H 4.489 0.674 3.620 0.00
H 3.831 2.282 3.826 0.00
H 2.787 -0.185 0.480 0.00
H 3.425 -0.860 1.972 0.00
H 4.504 -0.067 0.864 0.00
H 1.581 1.838 3.399 0.00
H 1.963 0.129 3.344 0.00
H 1.059 0.864 2.019 0.00
H 3.301 4.004 -1.162 0.00
H 4.877 4.684 -0.758 0.00
H 3.490 5.052 0.247 0.00
```

Values from the calculation:
gap between HOMO and LUMO (spin up / spin down) = 8.6236 / 8.9444 eV
multiplicity = 3



# C22H44Cl8F6O18P

C22H44Cl8F6O18P as an isolated structure (ωB97M-V/def2-TZVPD, OMol25).

Geometry as XYZ:
```
99
Properties=species:S:1:pos:R:3:mulliken_charge:R:1
P -0.884 -1.285 0.669 1.36
F -2.416 -0.991 1.080 -0.43
F -1.347 -2.753 0.147 -0.32
F -1.096 -0.722 -0.875 -0.39
F 0.636 -1.705 0.341 -0.30
F -0.461 0.204 1.059 -0.40
F -0.687 -1.854 2.194 -0.31
C -3.114 -0.711 -0.968 -0.35
O -3.370 0.639 -0.672 0.08
C -3.875 1.465 -1.578 0.54
O -4.111 1.180 -2.725 -0.61
O -3.972 2.650 -1.020 -0.29
C -4.367 3.733 -1.812 -0.54
H -4.005 -1.193 -1.376 0.46
H -2.756 -1.227 -0.084 0.34
H -2.343 -0.762 -1.741 -0.15
H -3.894 3.684 -2.797 -0.18
H -4.052 4.654 -1.331 0.38
H -5.415 3.724 -2.127 0.37
C 4.400 0.406 1.192 -0.40
O 4.986 0.756 2.444 -0.37
C 5.556 1.944 2.617 0.83
O 5.730 2.767 1.770 -0.50
O 5.948 2.123 3.884 -0.34
C 5.525 1.231 4.901 -0.62
H 4.345 1.204 0.455 0.14
H 3.417 0.005 1.421 0.21
H 5.036 -0.362 0.747 0.25
H 4.532 0.833 4.708 0.29
H 5.503 1.798 5.830 0.26
H 6.208 0.390 5.034 0.26
C 0.010 1.889 -3.852 -0.26
O -0.346 3.258 -3.836 -0.15
C -1.595 3.533 -4.221 0.71
O -2.414 2.719 -4.530 -0.55
O -1.756 4.847 -4.116 -0.31
C -3.026 5.436 -4.352 -0.64
H 0.964 1.800 -3.341 -0.07
H 0.139 1.499 -4.868 0.36
H -0.718 1.181 -3.455 0.22
H -3.381 5.089 -5.322 0.36
H -2.917 6.511 -4.255 0.26
H -3.794 5.144 -3.636 0.31
C -1.130 -3.324 9.103 -0.68
O -0.418 -2.895 7.965 -0.36
C -1.131 -2.318 6.985 0.77
O -2.314 -2.128 7.008 -0.56
O -0.289 -2.025 6.019 -0.30
C -0.726 -1.188 4.969 -0.78
H -1.627 -4.273 8.894 0.29
H -1.856 -2.593 9.461 0.31
H -0.444 -3.463 9.938 0.24
H 0.025 -1.052 4.199 0.37
H -1.010 -0.192 5.317 0.39
H -1.597 -1.622 4.476 0.24
C -1.466 -9.222 -3.147 -0.70
O -1.897 -7.889 -3.209 -0.31
C -1.688 -7.062 -2.187 0.76
O -1.454 -7.385 -1.052 -0.56
O -1.812 -5.830 -2.649 -0.26
C -1.933 -4.758 -1.741 -0.68
H -2.014 -9.812 -3.882 0.26
H -1.756 -9.718 -2.217 0.32
H -0.397 -9.353 -3.305 0.29
H -0.999 -4.200 -1.696 0.05
H -2.178 -5.112 -0.743 0.47
H -2.616 -3.976 -2.065 0.30
C 2.838 5.326 0.060 -0.53
O 3.139 4.594 -1.120 -0.26
C 4.410 4.140 -1.213 0.71
O 5.282 4.346 -0.434 -0.51
O 4.539 3.327 -2.248 -0.38
C 3.509 3.056 -3.172 -0.63
H 1.837 5.719 -0.099 0.08
H 3.518 6.174 0.171 0.31
H 2.921 4.670 0.924 0.27
H 3.124 3.881 -3.773 0.34
H 2.680 2.563 -2.664 0.09
H 3.904 2.307 -3.860 0.35
C -1.093 4.629 0.526 -0.14
Cl -1.068 5.437 -1.062 -0.15
Cl -0.510 5.777 1.763 -0.19
H -2.086 4.299 0.818 0.30
H -0.459 3.748 0.542 0.19
C -2.495 -0.068 2.946 1.26
Cl -3.088 -1.468 3.824 -0.27
Cl -3.647 1.309 2.845 -0.24
H -1.521 0.273 3.282 0.11
H -2.344 -0.340 1.906 -1.09
C 0.014 -2.195 -3.624 0.94
Cl -0.681 -3.273 -4.859 -0.18
Cl 1.389 -1.325 -4.248 -0.20
H -0.714 -1.470 -3.269 -0.44
H 0.334 -2.682 -2.706 -0.15
C 3.518 -3.142 -1.919 0.36
Cl 5.229 -2.599 -2.035 -0.19
Cl 3.390 -4.780 -1.245 -0.17
H 3.027 -2.463 -1.229 -0.05
H 3.009 -3.114 -2.876 0.05
```

Values from the calculation:
gap between HOMO and LUMO = 8.6399 eV
charge = -1
multiplicity = 1
ΔE to the lowest compared entry with this formula, charge and spin = 669.98 kJ/mol